C74H98F36N15O27S12 as an isolated structure. Source: OMol25; level of theory: ωB97M-V with the def2-TZVPD basis set.

Net charge: +3
HOMO-LUMO gap: 5.2159 eV
DFT total energy: -383776.1820 eV

The geometry in XYZ format:
```
262
Properties=species:S:1:pos:R:3:forces:R:3
C -6.44296 8.65022 -3.72425 0.7 1.5 0.3
C -5.10112 7.97152 -3.94799 0.6 -1.4 0.7
C -3.86915 8.68066 -3.30201 -0.1 -0.1 -0.6
C -2.59786 7.76558 -3.21489 -1.5 0.1 0.4
C -2.81263 6.57591 -2.23761 -0.6 1.2 -1.8
C -4.08598 5.78305 -2.56996 -0.5 0.0 1.0
N -5.13713 6.56220 -3.34659 -7.9 -3.5 1.6
O -6.35628 5.92522 -3.38013 7.7 4.2 -0.1
C -4.71300 5.14619 -1.26510 -0.4 -0.7 -1.9
C -3.74239 4.72580 -3.58831 0.6 -1.6 -0.9
C -4.88133 7.68654 -5.41058 -0.5 0.3 -1.5
H -6.23063 9.63286 -4.13321 -0.1 0.4 -0.2
H -6.67457 8.88820 -2.68997 0.1 -0.5 0.3
H -7.33230 8.33390 -4.23874 0.0 -0.8 -0.2
H -4.23004 9.18596 -2.39790 0.5 -0.2 0.1
H -3.63485 9.43577 -4.05573 0.0 0.3 0.3
H -1.70871 8.32614 -2.92732 -0.2 0.1 0.0
H -2.45797 7.44868 -4.25368 0.3 -0.3 0.3
H -2.78638 6.91156 -1.21998 -0.1 0.2 0.6
H -2.02225 5.88414 -2.41929 0.7 -0.5 0.4
H -5.16169 5.81670 -0.54795 0.5 0.6 0.2
H -3.90933 4.52014 -0.89056 0.2 0.2 0.5
H -5.50311 4.43434 -1.54001 0.2 0.2 -0.2
H -2.91049 4.08125 -3.28717 -0.4 0.0 0.8
H -3.25343 5.14944 -4.46398 -0.6 0.3 -0.4
H -4.59012 4.06603 -3.83599 0.4 0.5 -0.1
H -4.83308 8.60432 -6.00697 -0.1 0.2 0.5
H -5.72941 7.13684 -5.80128 -0.1 -0.2 -0.1
H -3.98930 7.15207 -5.67551 0.5 -0.4 0.3
C -4.52202 3.58795 3.41502 1.5 2.2 -1.2
C -5.54367 2.69477 2.83898 -1.3 -1.3 0.7
C -5.37792 1.18860 3.22009 -0.6 -0.3 1.0
C -6.68292 0.41065 2.91909 0.2 0.7 -0.6
C -7.91907 0.89499 3.70056 0.3 0.5 -1.2
C -8.19729 2.40599 3.50439 0.3 0.4 1.3
N -6.86627 3.14822 3.52415 0.3 7.3 0.7
O -6.82712 4.40422 4.00288 -0.8 -7.9 -2.5
C -9.03393 3.02238 4.62007 -0.9 -0.2 0.6
C -8.94797 2.72728 2.19631 0.3 -0.6 -0.1
C -5.61160 2.71939 1.29129 0.4 0.4 -0.2
H -4.59582 4.64030 3.04695 -0.7 -0.6 0.5
H -3.59485 3.44025 2.87274 0.6 -1.0 0.5
H -4.39922 3.64301 4.50056 0.0 -0.5 -0.3
H -5.06855 1.08904 4.28086 -0.2 0.1 -0.5
H -4.56361 0.78770 2.60718 -0.1 0.1 0.2
H -6.59120 -0.65254 3.05309 0.4 -0.4 0.3
H -6.80350 0.52955 1.82880 -0.5 -0.2 0.4
H -7.88954 0.62490 4.74190 0.4 0.2 0.5
H -8.80923 0.40679 3.31397 -0.1 -0.2 -0.1
H -8.63145 3.01270 5.64049 0.5 -0.1 -0.4
H -9.97803 2.45234 4.72396 0.4 0.3 -0.4
H -9.26010 4.05572 4.37045 -0.2 0.0 0.1
H -9.23571 3.75166 2.11879 0.1 0.9 0.1
H -9.87368 2.18502 2.29454 -0.4 -0.3 0.0
H -8.48687 2.41206 1.27099 0.3 -0.2 0.0
H -5.49188 3.71188 0.86539 0.1 0.2 0.3
H -6.43870 2.26845 0.76160 -0.4 -0.2 0.5
H -4.75973 2.09762 0.99719 0.1 0.3 -0.1
C 3.49579 -2.28258 0.73783 0.5 0.0 0.0
C 2.70256 -1.31605 1.62689 0.5 0.0 0.1
N 1.21606 -1.27825 1.45711 -0.7 -0.1 1.0
C 0.74496 -2.68115 1.62050 -0.4 0.6 -1.2
C 0.53061 -0.36990 2.47638 0.6 -0.7 1.0
C 0.80090 -0.78052 3.94177 -0.2 0.2 0.1
C 0.83219 -0.90524 0.10316 0.9 0.7 -2.0
C -0.51949 -0.29580 -0.20108 -0.1 -0.1 0.6
O -0.54679 1.05125 0.23765 -0.3 0.7 0.1
C -1.88065 1.55100 0.47240 -0.6 -1.6 0.0
H 4.54526 -2.12328 1.00712 0.0 0.3 0.0
H 3.44225 -2.24671 -0.36386 -0.4 0.4 0.6
H 3.37128 -3.31477 1.05593 -0.4 0.0 -0.1
H 2.99039 -0.27128 1.50489 0.4 -0.1 0.1
H 2.87318 -1.70315 2.64782 0.0 0.6 -0.5
H -0.33080 -2.68387 1.46379 -0.1 -0.2 0.3
H 1.05816 -3.02380 2.57077 0.2 -0.7 0.8
H 1.22093 -3.16296 0.76973 -0.1 -0.7 0.6
H -0.51855 -0.41466 2.21925 -0.2 -0.1 0.3
H 0.85978 0.64960 2.34287 0.3 0.1 -0.4
H 0.45719 0.04417 4.59924 -0.1 -0.5 -0.5
H 1.86738 -0.87656 4.15055 0.0 0.0 -0.1
H 0.32456 -1.72312 4.26030 0.0 0.5 -0.3
H 0.99483 -1.82599 -0.45426 -0.4 0.2 -0.5
H 1.56871 -0.21620 -0.34742 0.0 0.0 0.6
H -1.34911 -0.84858 0.24955 -0.1 -0.1 -0.1
H -0.59730 -0.33668 -1.28714 -0.3 0.0 -0.3
H -2.49768 1.42268 -0.45075 0.4 0.5 0.6
H -1.88606 2.54905 0.90076 0.5 0.2 -0.6
H -2.36448 0.93334 1.26279 0.2 0.0 -0.3
C -7.98637 -10.46590 -3.30587 0.0 0.1 -0.5
N -7.09356 -9.27434 -3.28301 0.6 -0.1 -0.3
C -7.46924 -8.10157 -2.78105 -1.3 0.1 1.4
C -6.68118 -6.98554 -2.75427 0.3 0.8 -0.5
C -5.43856 -6.99945 -3.34736 1.0 -1.2 -1.3
C -5.05071 -8.21945 -3.91253 0.5 -0.9 0.4
C -5.84841 -9.35192 -3.78071 0.7 0.3 -1.2
C -4.49719 -5.85493 -3.45377 -2.2 0.6 0.4
C -3.16533 -6.01523 -3.21143 0.7 0.5 0.6
C -2.43136 -4.85827 -2.99268 0.3 1.1 -0.9
N -2.99215 -3.63275 -3.10757 -0.5 -1.2 0.3
C -4.30297 -3.49355 -3.41931 0.8 0.6 -1.0
C -5.07232 -4.56858 -3.64258 -0.1 -2.2 0.5
C -2.22620 -2.48848 -2.64058 0.4 0.6 0.3
H -8.29193 -10.72091 -4.33111 0.6 0.2 0.2
H -8.91612 -10.22618 -2.81223 0.0 0.0 0.5
H -7.44007 -11.28855 -2.85012 -0.3 0.0 0.1
H -8.40912 -8.10067 -2.23775 -0.1 0.0 -0.4
H -7.02534 -6.04850 -2.36713 -0.5 0.1 0.6
H -4.06289 -8.32072 -4.39278 -0.7 -0.1 0.2
H -5.51962 -10.30050 -4.20078 -0.2 0.1 0.2
H -2.69854 -6.97558 -3.04665 0.0 0.0 -0.1
H -1.35688 -4.79446 -2.83762 -0.3 -0.5 0.2
H -4.68915 -2.53703 -3.69198 0.2 0.9 0.6
H -6.13420 -4.49366 -3.86194 0.3 0.2 -0.1
H -2.61516 -2.25910 -1.63925 0.3 0.1 -0.5
H -2.29171 -1.64261 -3.30978 -0.3 0.1 -0.2
H -1.18563 -2.78314 -2.58900 0.1 -0.1 0.1
C 6.60343 7.63952 3.72177 0.3 -0.2 0.0
N 5.79785 6.74063 2.86047 -0.7 -1.1 -0.5
C 4.44457 6.64105 2.96933 1.0 0.2 -0.1
C 3.70215 5.86641 2.11998 -0.1 0.9 -0.4
C 4.31123 5.29993 1.03931 0.0 -1.7 -1.4
C 5.70991 5.30810 0.95768 -1.2 0.1 0.0
C 6.41451 6.00934 1.88601 0.3 0.7 0.5
C 3.50903 4.50761 -0.01260 0.6 0.7 2.9
C 2.35320 3.83829 0.40307 0.4 1.0 -0.3
C 1.66671 3.15453 -0.55622 -0.6 -1.1 -0.3
N 2.20182 2.96378 -1.76071 0.8 0.5 -1.6
C 3.36188 3.55626 -2.13610 -1.1 -0.3 -0.5
C 4.00757 4.39618 -1.27203 -0.1 -0.1 -1.2
C 1.50537 2.02567 -2.68126 0.1 -0.4 0.0
H 5.99322 7.97301 4.55694 0.0 0.0 -0.1
H 6.89143 8.47926 3.09305 0.1 0.1 0.2
H 7.51943 7.14944 4.12204 -0.8 0.1 -0.5
H 3.93109 7.24486 3.67483 0.0 0.4 0.8
H 2.63559 5.87851 2.17360 -0.4 0.0 0.4
H 6.15761 4.73290 0.17830 0.7 -0.1 -0.2
H 7.48794 6.07498 1.85909 0.2 0.0 0.1
H 1.96233 3.97581 1.40087 -0.1 -0.2 -0.2
H 0.71029 2.64336 -0.48244 0.1 0.2 0.8
H 3.66466 3.36759 -3.16019 0.1 0.0 0.2
H 4.84967 4.96181 -1.62378 0.3 -0.1 0.0
H 0.43957 2.20527 -2.62549 -0.2 -0.2 0.3
H 1.78655 1.01207 -2.38619 -0.3 0.1 0.2
H 1.76098 2.07475 -3.73939 0.5 0.7 0.2
C 12.08042 -0.86390 3.23255 0.6 0.8 1.6
N 11.07935 -1.48933 2.42418 -1.1 -2.8 -0.3
C 10.80814 -2.83787 2.60702 0.2 1.8 0.0
C 9.95104 -3.49658 1.77298 0.5 -0.2 0.0
C 9.32180 -2.81356 0.74231 0.4 1.3 -0.6
C 9.56130 -1.41177 0.60906 -1.0 -2.9 -0.3
C 10.44058 -0.83828 1.45992 0.3 0.5 0.2
C 8.45146 -3.54763 -0.21180 0.1 0.3 0.6
C 8.82271 -4.80715 -0.69284 -0.2 0.6 0.5
C 7.93648 -5.47693 -1.46143 -1.4 -0.9 -1.2
N 6.71353 -4.94685 -1.76283 0.7 0.4 -0.2
C 6.35357 -3.74838 -1.28706 0.1 -0.3 -0.6
C 7.21779 -3.01410 -0.53537 0.6 0.6 1.0
C 5.79819 -5.66355 -2.67183 -0.5 -0.7 1.0
H 11.95413 0.22019 3.27615 -0.1 -0.2 -0.2
H 13.08427 -1.08209 2.90699 0.2 -0.1 -0.5
H 12.01417 -1.23904 4.25947 -0.2 0.1 -0.2
H 11.27390 -3.27618 3.46704 0.2 -0.3 0.1
H 9.84246 -4.56063 1.90988 -0.4 -0.1 0.1
H 9.05105 -0.86253 -0.16146 0.1 0.3 0.0
H 10.64180 0.18903 1.40406 0.3 1.2 -0.1
H 9.75656 -5.26590 -0.44905 0.4 -0.1 0.1
H 8.11316 -6.46855 -1.90810 0.0 0.6 0.4
H 5.40703 -3.32937 -1.55089 -0.5 -0.5 -0.2
H 6.89488 -2.05924 -0.09787 0.1 -0.5 -0.4
H 6.33134 -6.17078 -3.46112 0.3 0.1 -0.2
H 5.05766 -4.97471 -3.06536 0.2 -0.1 -0.1
H 5.30490 -6.42418 -2.04689 -0.1 0.3 -0.4
C -0.11877 7.03431 1.54460 -1.2 -0.6 -2.2
F 1.09893 7.16910 1.00191 0.4 -0.3 0.6
F -0.20514 7.53329 2.71725 0.5 1.3 1.7
F -0.92847 7.71016 0.70660 -0.3 0.0 0.1
S -0.72741 5.29498 1.64667 -0.6 -0.2 -1.9
O -2.10923 5.34304 2.09302 1.0 0.0 0.0
O -0.55436 4.77748 0.27408 0.2 0.4 1.9
N 0.32028 4.84025 2.71271 0.3 0.9 -2.0
S 0.05748 3.81469 3.83372 0.7 0.6 -0.6
O -0.71228 4.36913 4.83780 -2.3 0.8 2.9
O -0.16033 2.51989 3.35221 -0.5 -2.5 -0.8
C 1.70283 3.78735 4.50344 3.9 1.3 -0.2
F 2.61888 3.72686 3.40355 -1.1 -0.4 1.7
F 2.06703 4.93825 5.17469 -0.8 -1.3 -0.9
F 1.97566 2.77065 5.28799 -0.4 0.0 -0.2
C 5.81482 -0.03210 -2.19085 0.8 -1.5 -0.7
F 5.27580 -1.20257 -1.79721 -0.3 0.5 -0.3
F 7.12671 -0.26909 -2.35918 -0.3 0.4 0.1
F 5.29713 0.33406 -3.34635 -0.2 0.0 -0.2
S 5.48113 1.21996 -0.97489 -0.8 1.4 1.5
O 6.08029 2.44616 -1.47203 -0.5 -0.6 0.1
O 4.00521 1.16946 -0.86920 2.4 -0.1 0.2
N 6.29610 0.62271 0.23548 -1.4 -0.6 -1.3
S 7.18632 1.37375 1.26051 -2.8 1.0 -0.4
O 8.53513 1.16335 1.00534 3.4 -0.1 -0.3
O 6.72053 2.67831 1.59317 -0.1 1.0 0.1
C 6.76035 0.41793 2.68504 1.0 -1.6 2.1
F 7.21424 1.02350 3.81422 -0.4 -0.4 -0.9
F 5.44469 0.26160 2.78350 0.7 -0.4 0.1
F 7.45297 -0.79390 2.61405 -1.5 1.2 0.1
C 1.72765 -1.93244 -4.14143 -0.2 1.0 -1.9
F 2.34922 -1.56215 -3.05424 0.6 0.4 1.2
F 0.43481 -1.60522 -4.02076 0.0 -0.1 0.0
F 2.26177 -1.18821 -5.15380 -0.6 -0.5 0.4
S 1.99188 -3.70801 -4.47849 0.2 0.0 0.5
O 0.94377 -4.17925 -5.34951 0.8 0.4 0.5
O 3.38668 -3.70703 -4.83208 -0.3 -0.5 -0.5
N 1.78230 -4.10963 -2.97103 -1.5 1.0 -0.8
S 2.49895 -5.14260 -2.12099 -0.1 -1.4 -1.3
O 2.86306 -6.30854 -2.90519 0.4 0.7 1.0
O 3.36711 -4.54546 -1.15988 1.1 -0.1 0.0
C 1.13793 -5.70196 -1.05381 -1.6 -1.0 1.8
F -0.11267 -5.11192 -1.22167 1.6 -0.3 0.1
F 0.92702 -7.02494 -1.26128 0.2 1.1 0.5
F 1.50325 -5.47545 0.23811 -0.8 -0.6 -1.4
C -3.13975 -0.34390 -6.04409 0.3 1.5 0.1
F -4.39104 -0.15825 -6.42030 -0.3 -1.1 -1.0
F -2.85823 -1.58671 -5.70716 -0.4 -0.7 -0.1
F -2.29136 0.05992 -6.97554 0.0 -0.4 -0.7
S -2.95122 0.82537 -4.70590 -0.3 1.3 1.5
O -1.64866 0.55642 -4.11140 -0.9 0.5 -0.5
O -3.28189 2.10171 -5.31482 1.1 -0.5 0.4
N -4.16084 0.35768 -3.79555 1.2 -0.6 -0.9
S -5.03946 1.27746 -2.91598 0.0 -1.9 -1.3
O -4.32106 2.05496 -1.99854 1.5 1.9 2.0
O -6.16430 1.84590 -3.52897 -1.7 1.1 -1.0
C -5.60042 -0.09603 -1.95174 -1.3 -1.0 2.6
F -6.25780 -1.08584 -2.61208 0.8 0.9 0.6
F -4.49833 -0.59153 -1.33251 -1.3 -0.1 -0.3
F -6.48220 0.36483 -0.96051 1.2 -0.7 -1.3
C -2.15515 -4.03507 4.22589 2.6 -0.4 1.2
F -1.31504 -3.50778 5.17805 -0.9 -0.2 -0.9
F -1.39850 -4.39262 3.18619 0.3 -0.2 0.0
F -2.72490 -5.08874 4.74360 -0.3 -0.7 0.1
S -3.34089 -2.85170 3.70408 -0.7 3.2 0.5
O -4.31200 -2.86644 4.77184 0.5 0.3 -0.9
O -2.63409 -1.60891 3.36686 -0.6 -1.1 0.7
N -3.77492 -3.54952 2.39913 -0.6 -0.8 -0.1
S -4.18841 -2.99211 1.03943 0.5 0.1 0.2
O -5.17596 -1.97166 0.99081 -0.7 0.7 0.4
O -3.10891 -2.85918 0.10158 0.5 -0.1 -0.2
C -5.03020 -4.48476 0.54033 -0.8 -2.3 -1.9
F -5.84248 -5.01616 1.43612 -0.1 0.5 -0.1
F -5.76541 -4.24855 -0.61239 0.3 0.1 0.8
F -4.16700 -5.47900 0.17177 -0.1 0.7 0.3
C 3.20967 -5.17010 5.21438 -1.3 -0.3 2.3
F 4.21400 -4.94113 6.06410 -0.7 0.0 0.3
F 2.87999 -6.46630 5.26730 0.2 0.5 -0.2
F 2.10313 -4.45976 5.61492 1.2 -0.6 -0.5
S 3.76554 -4.63785 3.62409 -0.7 3.1 -1.5
O 2.88916 -5.19098 2.61001 0.5 0.6 0.8
O 3.89797 -3.16557 3.76338 -1.1 -1.8 -0.5
N 5.15815 -5.23462 3.73174 0.0 -1.0 0.7
S 6.31365 -5.05463 2.77029 2.2 0.5 2.2
O 5.97297 -4.84499 1.42305 -0.7 0.9 -2.6
O 7.42103 -4.30937 3.32000 -0.2 0.2 -0.3
C 6.80617 -6.74850 2.79917 1.5 0.3 -2.0
F 7.98472 -6.77050 2.00378 -1.1 -0.6 0.9
F 7.02301 -7.30676 3.93440 0.8 -0.4 1.2
F 5.84345 -7.39007 2.19446 -0.3 -1.3 -0.9
```
Forces are in eV/Å.

Mulliken population analysis, charges in e, atoms 1 to 4: C -1.841; C 1.004; C -0.976; C -0.899